Entry 1:
This record from the OMol25 dataset describes one molecule with the formula C4H8S2 in a non-equilibrium geometry. The level of theory is the ωB97M-V functional and the def2-TZVPD basis.

Computed properties:
M: 120.2 g mol⁻¹
Structure (SMILES): CSCC(C)=S
HOMO: -8.65 eV

```
! wB97M-V def2-TZVPD RIJCOSX def2/J DEFGRID3
* xyz 0 1
C 1.88 0.08 -0.68
S 1.35 -1.58 -0.18
C -0.11 -1.06 0.86
C -1.19 -0.41 0.05
C -1.22 1.12 0.03
S -2.45 -1.40 -0.51
H 1.33 0.83 -0.07
H 2.94 0.17 -0.62
H 1.49 0.13 -1.71
H -0.46 -1.97 1.36
H 0.21 -0.37 1.74
H -2.24 1.34 -0.47
H -0.40 1.41 -0.77
H -1.11 1.70 0.99
*
```

=====

Entry 2:
This record from the OMol25 dataset describes C4H8S3 as an isolated structure in a non-equilibrium geometry. The level of theory is the ωB97M-V functional and the def2-TZVPD basis.

Computed properties:
M: 152.3 g mol⁻¹
HOMO: -8.41 eV

```
! wB97M-V def2-TZVPD RIJCOSX def2/J DEFGRID3
* xyz 0 1
C 2.27 0.50 -0.51
C 1.89 -0.71 0.58
C -0.80 -1.13 -0.02
C -2.83 0.85 0.05
H 2.63 1.52 -0.09
H 3.08 0.19 -1.36
H 1.43 0.92 -1.06
H 1.40 -0.16 1.56
H 2.88 -1.24 0.73
H -3.25 0.44 -0.89
H -3.39 0.45 0.81
H -2.82 1.94 0.23
S 0.69 -1.97 0.01
S -2.10 -2.14 -0.15
S -1.08 0.54 0.11
*
```

=====

Entry 3:
This record from the OMol25 dataset describes C4H8S5 as an isolated structure in a non-equilibrium geometry. The level of theory is the ωB97M-V functional and the def2-TZVPD basis.

Computed properties:
M: 216.4 g mol⁻¹
HOMO: -7.82 eV

```
! wB97M-V def2-TZVPD RIJCOSX def2/J DEFGRID3
* xyz 0 1
C -0.48 0.07 -0.61
C 0.16 -0.58 0.35
C -1.34 -0.43 -1.67
C 1.29 0.38 1.59
S -0.16 1.82 -0.69
S 0.12 -2.26 0.82
S -0.02 1.43 2.39
S 2.20 -0.64 2.76
S 2.41 1.24 0.57
H -1.97 -1.26 -1.04
H -0.71 -0.92 -2.48
H -2.04 0.33 -2.11
H -0.84 1.99 -1.92
H -0.78 -2.61 -0.11
H 0.67 1.56 3.43
H 1.32 -1.71 2.88
H 2.68 0.26 -0.25
*
```

=====

Entry 4:
This record from the OMol25 dataset describes one molecule with the formula C4H9BO2 in a non-equilibrium geometry. The level of theory is the ωB97M-V functional and the def2-TZVPD basis.

Computed properties:
M: 99.9 g mol⁻¹
Structure (SMILES): COC(=O)B(C)C
HOMO: -9.99 eV

```
! wB97M-V def2-TZVPD RIJCOSX def2/J DEFGRID3
* xyz 0 1
C 2.88 -0.11 -0.51
O 1.49 -0.13 -0.67
C 0.72 0.62 0.52
O 1.41 1.19 1.34
B -0.83 0.29 0.37
C -1.61 1.14 -0.65
C -1.43 -0.91 1.16
H 3.22 -1.06 0.00
H 3.13 0.74 0.02
H 3.34 -0.09 -1.67
H -1.46 2.26 -0.48
H -2.70 0.85 -0.51
H -1.26 0.84 -1.61
H -0.79 -1.47 1.91
H -2.05 -1.61 0.53
H -2.29 -0.43 1.85
*
```

=====

Entry 5:
This record from the OMol25 dataset describes C4H9Br2N3 as an isolated structure in a non-equilibrium geometry. The level of theory is the ωB97M-V functional and the def2-TZVPD basis.

Computed properties:
M: 258.9 g mol⁻¹
HOMO: -18.35 eV

```
! wB97M-V def2-TZVPD RIJCOSX def2/J DEFGRID3
* xyz 2 1
C 0.70 2.54 -2.35
C 1.85 -0.26 -0.26
C -1.06 -1.54 1.65
C 0.15 -1.76 0.67
N 0.72 3.81 -2.39
N 0.74 1.40 -2.08
N 1.02 -0.61 0.70
Br 2.96 1.20 0.06
Br 2.24 -1.39 -1.73
H -1.84 -2.38 1.43
H -0.66 -1.48 2.58
H -1.60 -0.66 1.60
H -0.35 -2.09 -0.34
H 0.74 -2.72 0.77
H 1.53 4.20 -2.76
H -0.22 4.18 -2.35
H 0.69 0.55 -2.63
H 0.71 -0.10 1.55
*
```

=====

Entry 6:
This record from the OMol25 dataset describes C4H9Br3NO3P as an isolated structure in a non-equilibrium geometry. The level of theory is the ωB97M-V functional and the def2-TZVPD basis.

Computed properties:
M: 389.8 g mol⁻¹
HOMO: -9.76 eV

```
! wB97M-V def2-TZVPD RIJCOSX def2/J DEFGRID3
* xyz 0 1
C -0.31 1.44 -1.00
C 0.02 2.04 0.35
C -1.39 0.29 -0.85
C 1.87 -1.34 0.12
N 0.46 0.94 1.14
O -1.62 -1.48 1.46
O -1.58 -3.42 -0.29
O -0.71 -1.04 -0.93
P -1.17 -2.09 0.17
Br 1.88 -1.56 -1.81
Br 3.71 -0.98 0.73
Br 1.24 -2.87 0.98
H 0.55 0.81 -1.37
H -0.64 1.98 -1.77
H -0.88 2.58 0.83
H 0.94 2.70 0.20
H -2.08 0.34 -1.70
H -2.16 0.44 -0.08
H 1.26 -0.34 0.36
H -0.33 0.30 1.42
H 0.93 1.27 2.03
*
```

=====

Entry 7:
This record from the OMol25 dataset describes a 2-piece molecular cluster, C4H9BrCl2Si overall in a non-equilibrium geometry. The level of theory is the ωB97M-V functional and the def2-TZVPD basis.

Computed properties:
M: 236.0 g mol⁻¹
HOMO (spin up / spin down): -8.06 / -8.48 eV

```
! wB97M-V def2-TZVPD RIJCOSX def2/J DEFGRID3
* xyz 0 1
C -0.55 0.83 0.44
C -2.53 -0.68 -0.18
C 5.13 -0.16 0.26
C -1.01 -0.33 -0.43
Si 0.01 -1.89 -0.01
Cl 1.50 -2.22 -1.35
Cl 0.95 -1.62 1.87
Br 3.47 0.57 -0.06
H -0.78 0.80 1.56
H 0.52 1.16 0.19
H -1.23 1.79 0.07
H -3.14 0.32 -0.02
H -2.81 -1.36 0.69
H -2.84 -1.10 -1.04
H 5.11 -1.15 -0.04
H 5.72 0.18 1.06
H -1.04 0.09 -1.49
*
```

=====

Entry 8:
This record from the OMol25 dataset describes one molecule with the formula C4H9BrCl2Si in a non-equilibrium geometry. The level of theory is the ωB97M-V functional and the def2-TZVPD basis.

Computed properties:
M: 236.0 g mol⁻¹
Structure (SMILES): C[Si](C)(CBr)C(Cl)Cl
HOMO: -9.89 eV

```
! wB97M-V def2-TZVPD RIJCOSX def2/J DEFGRID3
* xyz 0 1
C 0.34 -1.28 -1.50
Si 0.03 -0.10 -0.04
C 1.26 -0.45 1.33
C -1.73 -0.34 0.85
Br -3.14 -0.14 -0.51
C 0.10 1.86 -0.59
Cl 0.16 2.98 0.78
Cl 1.46 2.34 -1.66
H 0.38 -0.90 -2.55
H 1.21 -1.91 -1.26
H -0.35 -2.06 -1.42
H 1.06 0.27 2.12
H 1.37 -1.43 1.67
H 2.38 -0.16 0.91
H -1.88 0.49 1.61
H -1.82 -1.25 1.40
H -0.83 2.07 -1.14
*
```

=====

Entry 9:
This record from the OMol25 dataset describes an isolated ion of composition C4H9BrCl3N2 and charge +1 in a non-equilibrium geometry. The level of theory is the ωB97M-V functional and the def2-TZVPD basis.

Computed properties:
M: 271.4 g mol⁻¹
Structure (SMILES): CN[C@@](Br)([NH2+]C)C(Cl)(Cl)Cl
HOMO: -13.74 eV

```
! wB97M-V def2-TZVPD RIJCOSX def2/J DEFGRID3
* xyz 1 1
C -0.73 -0.34 2.56
N -0.27 -0.05 1.18
C -1.04 0.04 0.04
Br -1.52 2.24 -0.52
N -0.41 -0.35 -1.23
C 0.58 0.42 -2.07
C -2.45 -0.66 0.01
Cl -3.49 0.04 1.24
Cl -3.33 -0.48 -1.56
Cl -2.24 -2.43 0.30
H 0.19 -0.50 3.15
H -1.15 0.54 3.04
H -1.39 -1.28 2.57
H 0.55 0.50 1.13
H -1.22 -0.32 -1.94
H -0.25 -1.35 -1.12
H 1.05 1.22 -1.52
H 1.30 -0.39 -2.54
H 0.15 0.81 -2.91
*
```

=====

Entry 10:
This record from the OMol25 dataset describes a 2-piece molecular cluster, C4H9BrN overall in a non-equilibrium geometry. The level of theory is the ωB97M-V functional and the def2-TZVPD basis.

Computed properties:
M: 151.0 g mol⁻¹
HOMO: -14.38 eV

```
! wB97M-V def2-TZVPD RIJCOSX def2/J DEFGRID3
* xyz 1 1
C 0.38 -1.84 -0.03
C 1.43 -0.80 -0.02
C -0.57 1.92 0.24
C -0.82 0.59 -0.31
N 0.00 -0.41 0.37
Br -2.66 -0.19 -0.10
H 0.12 -2.29 -0.98
H 0.22 -2.58 0.72
H 2.15 -0.76 0.78
H 1.73 -0.58 -1.06
H -0.65 1.83 1.30
H 0.32 2.37 -0.07
H -1.22 2.59 -0.31
H -0.43 0.34 -1.98
H -0.01 -0.20 1.45
*
```

=====

Entry 11:
This record from the OMol25 dataset describes C4H9Cl6OY as an isolated structure in a non-equilibrium geometry. The level of theory is the ωB97M-V functional and the def2-TZVPD basis.

Computed properties:
M: 374.7 g mol⁻¹
HOMO (spin up / spin down): -18.11 / -18.11 eV

```
! wB97M-V def2-TZVPD RIJCOSX def2/J DEFGRID3
* xyz 3 2
Y -2.10 -3.26 0.41
C -1.16 0.19 0.27
O -1.09 -1.17 0.30
H -2.13 0.58 -0.05
H -1.03 0.72 1.22
H -0.36 0.57 -0.36
C -1.84 4.05 0.67
Cl -1.81 3.99 -1.08
Cl -3.01 5.13 1.31
H -2.01 3.05 1.07
H -0.84 4.35 0.99
C 2.56 -0.85 1.26
Cl 2.58 -2.56 1.72
Cl 3.59 -0.70 -0.22
H 1.55 -0.44 1.24
H 3.15 -0.44 2.09
C 0.89 -2.59 -2.17
Cl 0.39 -3.71 -0.84
Cl -0.16 -2.60 -3.62
H 0.87 -1.55 -1.85
H 1.96 -2.76 -2.35
*
```

=====

Entry 12:
This record from the OMol25 dataset describes C4H9Cl8OSn as an isolated structure in a non-equilibrium geometry. The level of theory is the ωB97M-V functional and the def2-TZVPD basis.

Computed properties:
M: 475.4 g mol⁻¹
HOMO: -13.08 eV

```
! wB97M-V def2-TZVPD RIJCOSX def2/J DEFGRID3
* xyz 1 1
Sn 2.26 -2.63 -0.16
O 0.83 -0.94 -0.20
H 0.24 -0.53 -0.86
C -2.18 -1.16 -0.27
Cl -3.21 -2.37 0.41
Cl -3.12 0.34 -0.37
H -1.28 -1.00 0.32
H -1.97 -1.48 -1.29
C 0.27 -0.55 2.26
Cl -0.82 -1.93 2.22
Cl 0.64 -0.07 3.94
H 1.22 -0.74 1.78
H -0.31 0.22 1.75
C 1.21 0.58 -2.21
Cl 1.86 -0.65 -3.39
Cl 1.69 2.27 -2.71
H 0.14 0.44 -2.08
H 1.76 0.32 -1.31
C 0.20 1.80 0.37
Cl 0.13 2.50 2.03
Cl -0.36 3.05 -0.78
H 1.25 1.59 0.22
H -0.45 0.92 0.33
*
```

=====

Entry 13:
This record from the OMol25 dataset describes one molecule with the formula C4H9ClFP in a non-equilibrium geometry. The level of theory is the ωB97M-V functional and the def2-TZVPD basis.

Computed properties:
M: 142.5 g mol⁻¹
Structure (SMILES): CP(C)[C@H](F)CCl
HOMO: -8.85 eV

```
! wB97M-V def2-TZVPD RIJCOSX def2/J DEFGRID3
* xyz 0 1
C -0.05 1.88 -0.23
P 0.23 0.20 -1.04
C 1.66 -0.32 -0.08
C -1.09 -1.13 -0.01
F -0.65 -2.30 -0.38
C -2.58 -0.94 -0.40
Cl -2.94 0.71 0.09
H -0.25 1.78 0.82
H -0.98 2.43 -0.51
H 0.87 2.54 -0.26
H 1.97 -1.39 -0.46
H 1.58 -0.15 1.00
H 2.46 0.44 -0.16
H -1.08 -1.17 1.17
H -3.13 -1.57 0.20
H -2.69 -0.90 -1.42
*
```

=====

Entry 14:
This record from the OMol25 dataset describes a 2-piece molecular cluster, C4H9ClNS overall in a non-equilibrium geometry. The level of theory is the ωB97M-V functional and the def2-TZVPD basis.

Computed properties:
M: 138.6 g mol⁻¹
HOMO (spin up / spin down): -13.65 / -12.09 eV

```
! wB97M-V def2-TZVPD RIJCOSX def2/J DEFGRID3
* xyz 1 1
C 0.72 -0.50 -1.28
C -0.49 2.23 0.26
C 0.20 1.45 2.34
C 0.07 -3.22 -1.62
N 0.20 1.20 0.95
S 0.61 -1.90 -0.42
Cl 0.35 -0.19 -2.89
H -0.63 3.18 0.82
H -1.41 1.62 -0.01
H -0.26 2.36 -0.85
H 1.24 1.14 2.72
H -0.30 0.60 2.85
H -0.11 2.39 2.70
H 0.71 -4.07 -1.53
H 0.08 -2.78 -2.63
H -0.99 -3.52 -1.39
*
```

=====

Entry 15:
This record from the OMol25 dataset describes one molecule with the formula C4H9ClO in a non-equilibrium geometry. The level of theory is the ωB97M-V functional and the def2-TZVPD basis.

Computed properties:
M: 108.6 g mol⁻¹
Structure (SMILES): CC(C)(Cl)CO
HOMO: -10.38 eV

```
! wB97M-V def2-TZVPD RIJCOSX def2/J DEFGRID3
* xyz 0 1
C -0.33 0.67 1.46
C 0.14 0.46 0.06
C 0.75 1.64 -0.64
Cl 1.27 -1.05 -0.03
C -1.17 0.11 -0.71
O -1.91 -0.88 -0.15
H -0.84 -0.13 1.87
H -0.93 1.60 1.46
H 0.46 0.84 2.08
H 0.86 1.32 -1.63
H -0.06 2.45 -0.58
H 1.66 1.94 -0.14
H -0.84 -0.10 -1.78
H -1.64 1.13 -0.78
H -1.34 -1.58 0.10
*
```

=====

Entry 16:
This record from the OMol25 dataset describes one molecule with the formula C4H9ClO in a non-equilibrium geometry. The level of theory is the ωB97M-V functional and the def2-TZVPD basis.

Computed properties:
M: 108.6 g mol⁻¹
Structure (SMILES): CC[C@@H](O)CCl
HOMO: -10.35 eV

```
! wB97M-V def2-TZVPD RIJCOSX def2/J DEFGRID3
* xyz 0 1
C 1.57 -1.00 -0.09
C 0.75 0.24 -0.67
C -0.23 0.87 0.29
O -1.01 1.90 -0.34
C -1.32 -0.09 0.89
Cl -2.39 -0.72 -0.44
H 2.26 -0.70 0.70
H 0.83 -1.75 0.16
H 2.24 -1.42 -0.82
H 1.36 1.04 -1.07
H 0.19 -0.37 -1.45
H 0.22 1.32 1.16
H -1.55 1.46 -1.12
H -0.86 -1.02 1.22
H -2.08 0.25 1.55
*
```

=====

E_tot for every record listed, in sequence, given in a.u.: -953.5249; -1351.7050; -2148.0173; -333.0954; -5469.3711; -8501.6755; -3941.6415; -3941.7037; -4221.5948; -2786.1639; -3031.2135; -4128.4558; -1059.1495; -1070.4609; -693.2183; -693.2128.